Entry 1:
{"formula": "C3H2Br2N2S", "method": "the ωB97M-V functional and the def2-TZVPD basis", "e_above_lowest_kcal_mol": 16.0, "smiles": "Br/N=C1/C=NS[C@@H]1Br", "energy_ha": -5771.1556, "orbital_gap_ha": 0.3059, "symbols": ["Br", "N", "C", "C", "N", "S", "C", "Br", "H", "H"], "xyz": [[0.72542, 2.88815, -1.11476], [0.04914, 1.75156, 0.33139], [-0.04915, 0.53185, 0.17339], [-0.46564, -0.20687, 1.47827], [-0.69576, -1.48455, 1.32679], [-0.64667, -2.04766, -0.18694], [0.06532, -0.44185, -0.90920], [1.87050, -0.74891, -1.69773], [-0.32717, 0.15837, 2.51049], [-0.52598, -0.40009, -1.91171]], "nbo_charge": [0.13, -0.35, 0.11, 0.03, -0.54, 0.53, -0.49, 0.04, 0.23, 0.29]}


Entry 2:
{"formula": "C3H2Br2NO4", "method": "the ωB97M-V functional and the def2-TZVPD basis", "charge": -1, "e_above_lowest_kcal_mol": 14.3, "energy_ha": -5619.2383, "orbital_gap_ha": [0.2482, 0.2227], "symbols": ["C", "C", "C", "N", "O", "O", "O", "O", "Br", "Br", "H", "H"], "xyz": [[-2.38316, -1.34895, -1.24023], [0.69628, 1.29226, 1.16976], [0.27058, 0.28188, 0.21874], [0.63544, -1.17698, 0.33005], [-1.97954, -1.92519, -2.12287], [-2.98739, -0.90558, -0.39267], [0.17862, 0.70456, -0.97810], [0.12241, -2.19941, -0.17372], [-0.03292, 3.13929, 0.77567], [3.22122, -0.25014, -0.73093], [0.55366, 0.98530, 2.17150], [1.70482, 1.40299, 0.97282]], "nbo_charge": [1.03, -0.47, 0.52, 0.10, -0.50, -0.54, -0.51, -0.28, -0.02, -0.84, 0.22, 0.29]}


Entry 3:
{"formula": "C3H2Br3N", "method": "the ωB97M-V functional and the def2-TZVPD basis", "e_above_lowest_kcal_mol": 0.0, "energy_ha": -7892.2573, "orbital_gap_ha": 0.3926, "symbols": ["C", "C", "C", "N", "Br", "Br", "Br", "H", "H"], "xyz": [[-0.83424, 1.29906, -0.35202], [-0.14007, 0.15727, -0.84489], [0.27234, -0.78840, 0.61288], [-1.26087, 2.21535, 0.17673], [1.54844, 0.47762, -1.63210], [-1.26468, -1.48154, 1.50391], [1.38302, 0.21065, 1.77755], [-0.79240, -0.60990, -1.39621], [1.08845, -1.48011, 0.15415]], "nbo_charge": [0.21, -0.42, -0.43, -0.25, 0.13, 0.12, 0.09, 0.28, 0.25]}


Entry 4:
{"formula": "C3H2BrCl3", "method": "the ωB97M-V functional and the def2-TZVPD basis", "e_above_lowest_kcal_mol": 30.2, "energy_ha": -4070.0194, "orbital_gap_ha": 0.3043, "symbols": ["C", "C", "C", "Cl", "Cl", "Cl", "Br", "H", "H"], "xyz": [[-0.55801, -0.00442, -0.73932], [0.82635, 0.28955, -0.18518], [-0.31960, 0.07053, 0.71907], [-0.83416, -1.51707, -1.55729], [1.49266, 1.90186, -0.34516], [-1.00976, 1.12216, 1.82065], [-0.05246, -2.18613, 1.74733], [-1.13006, 0.80054, -1.19006], [1.58503, -0.47702, -0.27004]], "nbo_charge": [-0.31, -0.30, 0.06, 0.04, 0.01, 0.15, -0.19, 0.26, 0.28]}


Entry 5:
{"formula": "C3H2BrCl3", "method": "the ωB97M-V functional and the def2-TZVPD basis", "e_above_lowest_kcal_mol": 46.0, "smiles": "ClC1=C(Cl)C1Cl.Br", "energy_ha": -4069.9942, "orbital_gap_ha": 0.3622, "symbols": ["Cl", "C", "C", "Cl", "C", "Cl", "H", "Br", "H"], "xyz": [[2.29917, 0.47682, 1.25549], [1.08081, 0.72731, 0.17816], [0.57485, 1.55549, -0.77711], [0.20501, 3.06682, -1.34820], [-0.07055, 0.26743, -0.57460], [-1.67492, 0.14762, 0.24404], [0.03176, -0.61865, -1.14513], [-0.91666, -3.30140, 0.80220], [-1.52946, -2.32144, 1.36515]], "nbo_charge": [0.14, -0.07, -0.08, 0.13, -0.20, -0.13, 0.21, -0.18, 0.18]}


Entry 6:
{"formula": "C3H2BrClF2", "method": "the ωB97M-V functional and the def2-TZVPD basis", "e_above_lowest_kcal_mol": 94.0, "spin_multiplicity": 3, "energy_ha": -3349.1348, "orbital_gap_ha": [0.1747, 0.2386], "symbols": ["C", "C", "C", "F", "F", "Cl", "Br", "H", "H"], "xyz": [[1.09751, 0.97136, -1.29823], [2.04158, 0.62447, -0.67076], [0.41024, -2.78802, 0.47615], [0.12650, -1.44919, 0.65430], [-0.74958, -3.38463, 0.66917], [0.81405, -3.05277, -1.19002], [3.39844, 0.02654, 0.37027], [1.23598, -3.18664, 1.09911], [0.51388, 1.61984, -1.85244]], "lowdin_spin": [0.85, 0.74, 0.00, 0.01, 0.00, 0.01, 0.30, 0.00, 0.09]}


Entry 7:
{"formula": "C3H2BrClN2", "method": "the ωB97M-V functional and the def2-TZVPD basis", "e_above_lowest_kcal_mol": 134.7, "energy_ha": -3258.9733, "orbital_gap_ha": 0.2861, "symbols": ["C", "C", "C", "N", "N", "Cl", "Br", "H", "H"], "xyz": [[0.70406, 0.92414, 0.04114], [1.80389, 0.54736, -0.74553], [-0.87972, -1.53916, 0.10576], [-0.51337, 0.78889, 0.21188], [-1.27065, -0.33638, 0.09050], [-2.29050, -2.62361, 0.19480], [3.46889, 0.45421, -0.04244], [1.17492, 2.00097, 0.07078], [-2.19752, -0.21641, 0.07310]], "nbo_charge": [-0.04, -0.09, 0.05, -0.27, -0.40, -0.09, 0.19, 0.26, 0.39]}


Entry 8:
{"formula": "C3H2BrF2N", "method": "the ωB97M-V functional and the def2-TZVPD basis", "e_above_lowest_kcal_mol": 27.2, "energy_ha": -2943.9402, "orbital_gap_ha": 0.3948, "symbols": ["C", "C", "C", "N", "F", "F", "Br", "H", "H"], "xyz": [[-0.93340, 0.77558, 0.90790], [-0.90261, -0.25989, -0.00238], [1.03293, -0.22635, -0.56975], [-0.80032, 1.65440, 1.66922], [1.21265, 0.94940, -1.25507], [1.11537, -1.23887, -1.50422], [1.94022, -0.38233, 1.03681], [-1.02435, -1.21401, 0.51577], [-1.64051, -0.05792, -0.79829]], "nbo_charge": [0.23, -0.54, 0.61, -0.30, -0.32, -0.33, 0.14, 0.25, 0.26]}


Entry 9:
{"formula": "C3H2BrF2O2", "method": "the ωB97M-V functional and the def2-TZVPD basis", "charge": -1, "e_above_lowest_kcal_mol": 2.7, "smiles": "O=C([O-])[C@@H](Br)C(F)F", "energy_ha": -3039.8064, "orbital_gap_ha": 0.2934, "symbols": ["O", "C", "O", "C", "Br", "C", "F", "F", "H", "H"], "xyz": [[-0.20544, 1.78429, 1.15089], [0.42168, 1.61984, 0.13182], [1.06714, 2.32991, -0.67541], [0.37605, -0.04278, -0.44306], [2.12042, -0.64003, 0.12480], [-0.75167, -0.98666, 0.24602], [-2.00377, -0.78350, -0.44509], [-0.53348, -2.31408, 0.09785], [0.48008, -0.12999, -1.56620], [-0.97103, -0.83700, 1.37837]], "nbo_charge": [-0.73, 0.83, -0.76, -0.48, -0.05, 0.55, -0.39, -0.36, 0.23, 0.16]}


Entry 10:
{"formula": "C3H2BrNO2", "method": "the ωB97M-V functional and the def2-TZVPD basis", "e_above_lowest_kcal_mol": 88.3, "energy_ha": -2894.6073, "orbital_gap_ha": [0.2188, 0.2188], "symbols": ["C", "C", "C", "N", "O", "O", "Br", "H", "H"], "xyz": [[-1.17081, 0.95471, -0.17480], [0.15793, 0.06571, 1.31636], [0.13690, -0.38126, -0.16915], [-0.94423, 0.85952, 1.10480], [-1.74289, 1.41149, -1.06303], [0.86605, -0.08983, 2.30365], [2.08964, -1.53455, -1.92892], [-0.11387, -1.36466, -0.45419], [0.72129, 0.07888, -0.93471]], "nbo_charge": [0.79, 0.62, -0.37, -0.44, -0.38, -0.47, -0.33, 0.28, 0.30]}


Entry 11:
{"formula": "C3H2BrNOS", "method": "the ωB97M-V functional and the def2-TZVPD basis", "e_above_lowest_kcal_mol": 61.5, "smiles": "Oc1ncsc1Br", "energy_ha": -3217.5929, "orbital_gap_ha": 0.2879, "symbols": ["O", "C", "N", "C", "S", "C", "Br", "H", "H"], "xyz": [[-0.74454, 2.02647, -0.22809], [-0.51782, 0.73199, -0.09888], [-1.28740, -0.20277, 0.08891], [-0.89581, -1.46608, 0.16050], [0.73013, -1.71177, -0.11474], [1.17735, -0.08286, -0.16661], [2.92737, 0.43515, 0.23308], [0.00162, 2.62131, -0.02716], [-1.39090, -2.35145, 0.15300]], "nbo_charge": [-0.66, 0.62, -0.47, -0.27, 0.59, -0.65, 0.12, 0.51, 0.21]}


Entry 12:
{"formula": "C3H2Cl2N2", "method": "the ωB97M-V functional and the def2-TZVPD basis", "e_above_lowest_kcal_mol": 73.6, "spin_multiplicity": 3, "energy_ha": -1145.1136, "orbital_gap_ha": [0.2365, 0.2906], "symbols": ["C", "C", "C", "N", "N", "Cl", "Cl", "H", "H"], "xyz": [[-1.83972, -0.17545, 0.30528], [1.26475, 0.11470, 0.10741], [-0.74069, -0.07081, -0.63918], [-1.81682, 0.92727, -0.37306], [2.05559, 0.55737, -0.69137], [-2.67394, -0.84885, 1.55167], [1.36143, -0.41325, 1.69192], [-0.68641, -0.88338, -1.49864], [3.07581, 0.79239, -0.45403]], "lowdin_spin": [0.03, 0.56, 0.58, 0.32, 0.17, -0.01, 0.21, 0.07, 0.06]}